[1]
{
  "formula": "C23H42BeBr3Cl5O7",
  "method": "ωB97M-V/def2-TZVPD",
  "lumo_ev": -6.78,
  "de_lowest_kj_mol": 949.9,
  "gap_ev": 0.87,
  "homo_ev": -7.648,
  "species": ["C", "C", "C", "C", "C", "C", "C", "C", "C", "C", "C", "C", "C", "C", "C", "C", "O", "C", "C", "O", "C", "O", "C", "O", "O", "H", "H", "H", "H", "H", "H", "H", "H", "H", "H", "H", "H", "H", "H", "H", "H", "H", "H", "H", "H", "H", "H", "H", "H", "H", "H", "H", "H", "H", "H", "H", "H", "H", "H", "H", "H", "O", "H", "C", "Cl", "Cl", "H", "H", "C", "Cl", "Cl", "Cl", "H", "Be", "O", "H", "C", "Br", "Br", "Br", "H"],
  "coordinates": [[0.02, -1.40, 4.03], [-0.57, -1.72, 5.54], [-1.41, -3.10, 5.70], [-2.81, -3.25, 4.92], [-3.34, -2.04, 3.99], [-3.48, -2.36, 2.38], [-2.35, -3.35, 1.74], [-1.49, -2.70, 0.48], [-2.15, -3.14, -0.98], [-1.88, -1.89, -2.02], [-0.34, -1.80, -2.58], [0.60, -0.78, -1.68], [0.17, 0.80, -1.77], [-0.55, 1.43, -0.45], [-2.10, 1.85, -0.83], [-3.16, 1.79, 0.41], [-4.52, 1.66, -0.17], [-5.00, 0.30, 0.18], [-6.03, 0.13, 1.46], [-4.68, -0.80, -0.53], [-0.19, 0.90, 1.06], [0.99, 1.67, 1.57], [1.30, 2.65, 0.52], [2.49, 3.26, 0.44], [0.11, 2.77, -0.35], [1.19, -1.36, 4.01], [-0.41, -0.33, 3.73], [-0.31, -2.25, 3.28], [0.39, -1.80, 6.24], [-1.16, -0.77, 5.95], [-0.68, -3.99, 5.39], [-1.60, -3.27, 6.86], [-2.77, -4.29, 4.32], [-3.65, -3.46, 5.75], [-2.78, -1.02, 4.07], [-4.46, -1.80, 4.34], [-3.35, -1.31, 1.83], [-4.57, -2.71, 2.15], [-1.59, -3.82, 2.49], [-2.95, -4.27, 1.26], [-0.40, -3.14, 0.48], [-1.47, -1.54, 0.61], [-3.31, -3.31, -0.79], [-1.64, -4.11, -1.41], [-2.60, -1.97, -2.96], [-2.17, -0.90, -1.47], [0.21, -2.85, -2.56], [-0.38, -1.37, -3.69], [1.69, -0.86, -2.15], [0.69, -1.22, -0.60], [-0.58, 0.89, -2.69], [1.10, 1.46, -2.06], [-2.07, 2.99, -1.20], [-2.53, 1.25, -1.74], [-2.98, 0.87, 1.11], [-3.17, 2.78, 1.08], [-5.95, -1.01, 1.79], [-7.14, 0.42, 1.20], [-5.66, 0.84, 2.33], [-0.95, 1.07, 1.95], [0.15, -0.20, 1.25], [-3.57, -2.90, 7.83], [-3.18, -2.95, 8.68], [5.57, 2.67, -0.33], [6.41, 1.26, 0.35], [5.66, 2.66, -2.10], [4.52, 2.64, -0.03], [6.04, 3.58, 0.05], [5.90, 4.99, -5.31], [4.45, 5.83, -4.74], [5.64, 3.23, -5.31], [6.35, 5.55, -6.93], [6.72, 5.22, -4.63], [7.90, -0.64, -0.44], [8.82, 3.96, -4.57], [7.93, 3.67, -4.61], [6.57, 3.40, -10.13], [8.27, 4.24, -10.52], [5.24, 3.77, -11.50], [6.76, 1.49, -9.81], [6.20, 3.84, -9.20]]
}

[2]
{
  "formula": "C23H42CdNO2SbSe2",
  "method": "ωB97M-V/def2-TZVPD",
  "lumo_ev": 4.67,
  "gap_ev": 5.25,
  "homo_ev": -0.580,
  "total_charge": -2,
  "species": ["Cd", "O", "C", "C", "C", "O", "C", "Se", "C", "Se", "H", "H", "H", "H", "H", "H", "H", "H", "H", "H", "C", "C", "Sb", "C", "C", "C", "C", "H", "H", "H", "H", "H", "H", "H", "H", "H", "H", "H", "H", "H", "H", "H", "C", "C", "C", "C", "C", "C", "C", "C", "C", "C", "C", "C", "N", "H", "H", "H", "H", "H", "H", "H", "H", "H", "H", "H", "H", "H", "H", "H", "H", "H"],
  "coordinates": [[0.54, 0.41, 0.28], [-5.24, -0.75, 2.82], [-3.90, -1.18, 3.09], [-2.91, -1.02, 1.93], [-3.44, -1.88, 0.74], [-2.43, -2.50, -0.04], [-2.84, 0.48, 1.56], [-2.07, 1.02, -0.17], [-1.54, -1.51, 2.41], [-1.38, -3.45, 2.80], [-5.20, 0.14, 2.45], [-3.96, -2.24, 3.35], [-3.50, -0.65, 3.97], [-4.03, -1.25, 0.07], [-4.09, -2.66, 1.15], [-1.97, -3.10, 0.60], [-2.30, 1.05, 2.33], [-3.86, 0.89, 1.50], [-1.25, -0.95, 3.30], [-0.80, -1.30, 1.63], [-0.33, -5.35, 0.03], [-0.83, -4.47, -1.13], [0.12, -2.54, -1.14], [-0.69, -1.99, -3.06], [-2.16, -1.55, -2.98], [2.02, -3.22, -1.97], [1.97, -4.22, -3.12], [-0.85, -6.32, 0.03], [-0.51, -4.87, 1.00], [0.74, -5.55, -0.05], [-1.89, -4.26, -1.03], [-0.65, -4.93, -2.10], [-0.58, -2.86, -3.71], [-0.06, -1.18, -3.45], [-2.79, -2.36, -2.61], [-2.54, -1.26, -3.97], [-2.29, -0.70, -2.30], [2.58, -3.64, -1.13], [2.56, -2.31, -2.27], [1.47, -5.15, -2.82], [2.97, -4.49, -3.47], [1.42, -3.82, -3.98], [3.55, 1.95, -1.84], [2.17, 2.53, -2.14], [1.22, 1.43, -2.64], [1.67, 3.42, -0.99], [1.35, 4.73, -1.35], [1.12, 5.74, -0.43], [1.29, 5.42, 0.92], [1.58, 4.13, 1.35], [1.74, 3.92, 2.85], [0.64, 3.02, 3.44], [3.13, 3.38, 3.21], [1.70, 3.03, 0.40], [1.92, 1.78, 0.87], [3.89, 1.31, -2.67], [3.51, 1.36, -0.92], [4.28, 2.75, -1.70], [2.29, 3.22, -2.98], [1.37, 0.50, -2.09], [1.42, 1.20, -3.69], [0.17, 1.72, -2.55], [1.31, 4.98, -2.42], [0.85, 6.74, -0.74], [1.16, 6.19, 1.67], [1.63, 4.91, 3.31], [0.73, 2.02, 3.03], [-0.35, 3.41, 3.20], [0.74, 2.97, 4.53], [3.27, 2.42, 2.70], [3.23, 3.24, 4.29], [3.91, 4.08, 2.88]]
}

[3]
{
  "formula": "C23H42N5O4Si",
  "method": "ωB97M-V/def2-TZVPD",
  "lumo_ev": -2.81,
  "gap_ev": 7.14,
  "homo_ev": -9.946,
  "total_charge": 1,
  "species": ["C", "C", "C", "C", "N", "N", "C", "C", "C", "O", "Si", "C", "C", "C", "N", "N", "O", "C", "C", "C", "C", "C", "C", "C", "H", "H", "H", "H", "H", "H", "H", "H", "H", "H", "H", "H", "H", "H", "H", "H", "H", "H", "H", "H", "H", "H", "H", "H", "H", "H", "C", "O", "C", "C", "N", "C", "C", "O", "C", "H", "H", "H", "H", "H", "H", "H", "H", "H", "H", "H", "H", "H", "H", "H", "H"],
  "coordinates": [[-3.67, -3.34, -1.84], [-3.35, -1.86, -2.38], [-1.75, -1.73, -2.68], [-1.18, -0.77, -1.49], [-1.51, 0.56, -1.63], [-1.09, 1.35, -0.64], [-0.40, 0.70, 0.34], [0.06, 1.65, 1.58], [-1.27, 1.77, 2.52], [-1.24, 0.63, 3.41], [-2.69, -0.34, 3.32], [-4.31, 0.65, 3.09], [-2.83, -1.23, 5.04], [-2.66, -1.72, 2.01], [-0.02, -0.70, 0.48], [-0.44, -1.46, -0.50], [-4.12, -1.47, -3.55], [-4.92, -0.29, -3.30], [-4.12, 1.09, -3.58], [-3.20, 1.28, -4.84], [-2.46, 2.64, -5.13], [-2.57, 3.85, -4.15], [-3.45, 3.67, -2.87], [-4.19, 2.32, -2.61], [-2.71, -3.97, -1.67], [-4.37, -3.95, -2.49], [-4.16, -3.24, -0.80], [-3.62, -1.13, -1.52], [-1.56, -1.21, -3.68], [-1.24, -2.76, -2.67], [0.85, 1.14, 2.24], [0.42, 2.67, 1.22], [-1.17, 2.71, 3.17], [-2.15, 1.80, 1.80], [-4.18, 1.79, 3.14], [-5.08, 0.29, 3.86], [-4.76, 0.37, 2.06], [-3.28, -0.47, 5.76], [-3.41, -2.22, 4.97], [-1.74, -1.41, 5.38], [-3.51, -2.47, 2.26], [-1.68, -2.34, 2.00], [-2.90, -1.36, 0.93], [-5.46, -0.29, -2.29], [-5.76, -0.30, -4.10], [-3.09, 0.42, -5.58], [-1.83, 2.76, -6.07], [-2.05, 4.85, -4.32], [-3.49, 4.57, -2.16], [-4.81, 2.28, -1.64], [9.17, -0.05, 1.45], [7.96, 0.15, 0.72], [7.36, -1.09, 0.33], [5.98, -0.74, -0.22], [5.42, 0.38, 0.59], [4.73, 0.03, 1.87], [3.28, -0.32, 1.55], [2.87, 0.55, 0.50], [1.62, 0.14, -0.08], [9.89, -0.62, 0.86], [9.59, 0.92, 1.69], [8.95, -0.58, 2.39], [7.27, -1.74, 1.20], [7.97, -1.58, -0.43], [5.28, -1.59, -0.22], [6.06, -0.35, -1.24], [4.73, 0.91, 0.04], [6.21, 1.01, 0.78], [4.77, 0.94, 2.48], [5.27, -0.76, 2.39], [2.64, -0.19, 2.43], [3.22, -1.37, 1.22], [1.73, -0.84, -0.54], [1.36, 0.86, -0.85], [0.79, 0.12, 0.71]]
}